Entry 1:
90
Properties=species:S:1:pos:R:3 method="wB97M-V/def2-TZVPD" molar_mass_g_mol=636.6 homo_lumo_gap_ev=7.95 spin_multiplicity=1 fmax_ev_per_a=7.15 relative_energy_kcal_mol=9.6 smiles="NC(N)=O.NC(N)=O.NC(N)=O.NC(N)=O.NC(N)=O.NC(N)=O.NC(N)=O.NC(N)=O.NC(N)=O.CO.CO.CO"
N 0.9327 3.7021 1.8935
C 1.7335 3.2305 2.8795
N 2.4246 4.2704 3.3846
O 1.8124 2.0606 3.1969
H 0.8308 4.6851 1.6737
H 0.2918 3.0688 1.4419
H 3.3548 4.0366 3.7344
H 2.4966 5.1079 2.8069
N 1.7389 -2.6285 4.3889
C 2.1894 -1.4358 4.0555
N 1.3524 -0.5020 4.5441
O 3.1361 -1.1698 3.3171
H 1.2456 -2.7287 5.2642
H 2.4279 -3.3315 4.1685
H 1.3987 0.3467 4.0182
H 0.4358 -0.8330 4.8421
N -2.9488 0.7076 -4.4174
C -2.8189 1.2717 -3.2087
N -1.9330 2.2609 -3.2885
O -3.3767 0.9111 -2.1654
H -3.9088 0.3955 -4.5023
H -2.6448 1.1864 -5.2426
H -1.4846 2.5201 -4.1537
H -1.7360 2.6432 -2.3766
N 1.7163 -0.5854 -3.6489
C 0.6990 -1.4214 -3.8505
N -0.0481 -1.0440 -4.8838
O 0.5568 -2.4684 -3.2847
H 2.4751 -0.9384 -3.0940
H 1.6240 0.4125 -3.8066
H 0.4035 -0.3944 -5.4916
H -0.8514 -1.5891 -5.1856
N 1.8437 2.7671 -1.8616
C 1.0798 3.7286 -2.2181
N 1.4431 4.0607 -3.4189
O 0.1041 4.1425 -1.6041
H 1.7644 2.3919 -0.9378
H 2.6349 2.3852 -2.3335
H 1.2223 5.0348 -3.5850
H 2.4275 4.0538 -3.6257
N 2.7298 -3.0022 0.9442
C 2.4994 -2.7395 -0.3473
N 2.2362 -3.8178 -1.1508
O 2.5669 -1.6085 -0.8125
H 2.8591 -3.9638 1.2599
H 2.9675 -2.2256 1.5308
H 1.8359 -3.6655 -2.0563
H 1.9671 -4.6649 -0.6766
N 1.1894 0.4889 0.5220
C -0.1009 0.7285 0.1523
N -0.4598 -0.0594 -0.9127
O -0.8122 1.6476 0.5906
H 1.7680 -0.2520 0.1594
H 1.4086 0.8299 1.4433
H -0.0644 -0.9802 -1.0365
H -1.3599 0.1165 -1.3053
N -1.2775 -3.7200 -1.1641
C -2.4253 -3.0873 -1.0123
N -2.5524 -2.1995 -1.9525
O -3.2613 -3.3682 -0.1835
H -1.0816 -4.4664 -0.5183
H -0.6748 -3.5937 -1.9710
H -1.8912 -2.1297 -2.6837
H -3.3985 -1.7057 -2.1219
N -5.8761 -0.1176 -0.8930
C -5.4292 -0.7236 0.2065
N -4.2984 -0.2563 0.6272
O -6.0298 -1.6471 0.7252
H -5.2246 0.3008 -1.5358
H -6.7132 -0.5060 -1.3040
H -3.8612 -0.9192 1.2526
H -3.6785 0.2705 0.0300
C -1.6785 1.9669 3.9396
O -2.5809 1.8527 2.8630
H -1.0007 2.8055 3.7632
H -2.2252 2.0639 4.8745
H -1.0108 1.1002 4.0107
H -2.2044 1.7305 1.9899
C -1.2302 -1.7648 2.0025
O -2.5122 -2.2793 2.3255
H -1.1826 -0.7845 2.4757
H -0.3752 -2.3697 2.3674
H -1.0915 -1.6834 0.9087
H -2.8163 -2.8735 1.6075
C 5.0838 0.2609 0.9160
O 5.5086 -0.0736 2.2147
H 4.8850 -0.6002 0.2536
H 4.1646 0.8502 0.9963
H 5.8570 0.8660 0.4287
H 4.8071 -0.3433 2.8319



Entry 2:
72
Properties=species:S:1:pos:R:3 method="wB97M-V/def2-TZVPD" molar_mass_g_mol=384.5 homo_lumo_gap_ev=10.08 spin_multiplicity=1 fmax_ev_per_a=1.03 relative_energy_kcal_mol=127.7 smiles=CO.CO.CO.CO.CO.CO.CO.CO.CO.CO.CO.CO
C -0.2849 -3.6380 2.2186
O -0.2881 -3.0625 0.9130
H -1.2136 -4.1827 2.3900
H 0.5644 -4.3062 2.3723
H -0.1947 -2.8073 2.9081
H -0.1623 -3.7427 0.2453
C 0.3610 2.9109 2.1437
O 0.4069 3.2406 3.5418
H 0.6346 1.8709 1.9965
H -0.6486 3.0508 1.7397
H 1.0223 3.5738 1.5839
H -0.2124 3.9564 3.6990
C -0.0919 -0.0180 -0.6924
O -0.1071 -0.2141 0.6966
H -0.6815 -0.7756 -1.2207
H -0.4592 0.9778 -0.9345
H 0.9246 -0.0643 -1.1266
H 0.1539 -1.1279 0.8805
C -3.6289 -1.5951 -0.2985
O -4.0751 -0.8082 -1.4230
H -4.4585 -1.8302 0.3686
H -3.2139 -2.5513 -0.6295
H -2.8358 -1.0433 0.1927
H -4.5103 -1.3694 -2.0698
C -2.0298 0.5111 4.0748
O -1.8043 -0.8637 3.7665
H -2.9400 0.5611 4.6634
H -1.2029 0.9434 4.6455
H -2.1582 1.1112 3.1686
H -1.0281 -0.9093 3.1994
C -1.0890 -4.2490 -2.1406
O -0.2993 -5.3835 -2.4496
H -1.7281 -3.9649 -2.9850
H -1.7181 -4.4517 -1.2772
H -0.5116 -3.3298 -1.9842
H 0.5566 -5.0861 -2.7650
C -3.1401 1.9910 0.3481
O -4.4592 1.6196 0.0019
H -2.6593 1.2336 0.9789
H -2.5337 2.1863 -0.5427
H -3.1866 2.9151 0.9279
H -4.3787 0.8613 -0.5892
C 2.0870 -0.3631 4.0758
O 3.1816 -1.1924 4.4122
H 1.1670 -0.6796 4.5811
H 2.2848 0.6961 4.2465
H 1.8994 -0.4844 3.0042
H 3.6507 -0.8141 5.1594
C 2.6867 1.1126 -3.9575
O 3.8978 0.4435 -4.2675
H 2.1631 0.6110 -3.1402
H 2.9101 2.1270 -3.6084
H 2.0184 1.2001 -4.8148
H 3.8864 0.1905 -5.1920
C 1.6721 3.8865 -1.2378
O 1.5525 5.0520 -2.0320
H 2.1370 3.0483 -1.7770
H 2.2805 4.1008 -0.3572
H 0.7018 3.4983 -0.9352
H 2.4188 5.2466 -2.3984
C -0.7320 -0.6563 -4.2213
O -1.6650 -1.4104 -3.4637
H -0.5194 0.2854 -3.7008
H 0.1748 -1.2491 -4.2861
H -1.1088 -0.4085 -5.2166
H -2.4660 -0.8862 -3.3670
C 3.7390 0.4423 0.1698
O 3.6560 1.8085 0.5391
H 3.3053 0.3502 -0.8278
H 4.7716 0.0914 0.1369
H 3.1624 -0.2150 0.8302
H 4.3962 2.0281 1.1092



Entry 3:
28
Properties=species:S:1:pos:R:3 method="wB97M-V/def2-TZVPD" molar_mass_g_mol=489.4 homo_lumo_gap_ev="5.48 / 5.48" spin_multiplicity=1 fmax_ev_per_a=1.95 total_charge=-1 relative_energy_kcal_mol=36.8
Pd -0.1255 0.1003 0.0495
Cl 1.4596 -0.7805 -6.6806
C 1.4377 -0.2335 -5.0401
C 2.3701 0.7485 -4.6208
Cl 3.5100 1.3784 -5.7587
C 2.3687 1.1967 -3.3210
Cl 3.4902 2.3906 -2.7779
C 1.4376 0.6952 -2.3678
O 1.4032 1.0759 -1.1625
C 0.4835 -0.3082 -2.7968
O -0.3395 -0.7528 -1.9460
C 0.5232 -0.7466 -4.1508
Cl -0.6254 -1.9427 -4.6283
O -1.6048 0.9029 1.4847
N -1.6182 0.4139 2.6496
N -0.7541 -0.5112 2.8675
O 0.1028 -0.9518 1.9807
C -0.7282 -1.0979 4.1703
C 0.2023 -2.0975 4.4110
C 0.2546 -2.6890 5.6659
C -0.6108 -2.2894 6.6718
C -1.5381 -1.2860 6.4149
C -1.6048 -0.6851 5.1699
H 0.8638 -2.3889 3.6097
H 0.9813 -3.4695 5.8535
H -0.5662 -2.7535 7.6488
H -2.2193 -0.9657 7.1934
H -2.3216 0.0944 4.9626



Entry 4:
39
Properties=species:S:1:pos:R:3 method="wB97M-V/def2-TZVPD" molar_mass_g_mol=570.6 homo_lumo_gap_ev=6.31 spin_multiplicity=1 fmax_ev_per_a=17.13 total_charge=+1
In -4.9300 -1.1402 -2.7090
O -1.9209 -0.6912 5.3167
C -1.6325 -0.6187 4.1461
O -2.1097 -1.3432 3.1682
B -1.3580 -1.0166 1.9249
O -0.5808 0.2035 2.2754
C -0.6507 0.4704 3.5508
O -0.1311 1.3352 4.1858
O -2.2667 -0.8382 0.8030
C -1.9566 -1.6847 -0.1577
O -2.3732 -1.7708 -1.2798
C -0.8114 -2.5334 0.3048
O -0.4492 -2.1106 1.5372
O -0.2469 -3.4001 -0.2835
O 2.4040 0.0124 1.2028
C 1.5130 0.7361 0.8943
O 1.1877 1.1079 -0.3060
B -0.2078 1.6077 -0.2549
O -0.4523 1.8089 1.2403
C 0.5295 1.4271 1.9300
O 0.7092 1.3350 3.1126
O -1.2243 0.6993 -0.7452
C -1.8734 1.2559 -1.7499
O -2.7594 0.7259 -2.3405
C -1.2631 2.7029 -1.9377
O -0.3397 2.8856 -0.9859
O -1.5200 3.4635 -2.8384
C 2.3191 -3.2011 0.8710
C 3.7717 -3.2485 1.0252
N 4.9179 -3.2359 1.1551
H 2.0855 -2.4783 0.0906
H 1.9100 -2.8118 1.8082
H 1.8584 -4.1818 0.7693
C 1.4894 2.8116 -3.9879
C 0.8965 1.7371 -4.8156
N 0.4473 0.8498 -5.3903
H 1.8097 2.3926 -3.0365
H 0.8210 3.6673 -3.9423
H 2.3877 3.0696 -4.5513